# C48H42O5P2PdS

C48H42O5P2PdS as an isolated structure (ωB97M-V/def2-TZVPD, the Open Molecules 2025 dataset).

XYZ file:
```
99
Properties=species:S:1:pos:R:3:forces:R:3
Pd 0.2780 -0.5725 0.1570 -0.15 0.32 0.55
S -1.3844 -0.5855 1.9020 0.18 -0.20 -0.22
P 0.4746 -2.7202 0.0637 0.29 -0.13 0.12
P 2.5817 -0.1660 0.0478 -0.36 -0.02 -0.49
O -0.9851 0.6692 -1.1082 0.28 0.11 -0.05
O 0.7894 2.2967 -0.1283 0.08 -0.07 0.19
O -2.5243 2.2503 -1.3896 -0.01 0.01 0.00
O -7.5793 -2.3192 -0.2845 0.03 -0.05 -0.04
O -6.7245 -4.3094 0.1761 -0.02 0.05 0.04
C -0.9797 -3.8106 -3.5932 -0.02 0.01 -0.01
C 4.7060 2.1057 2.7348 0.00 0.01 0.02
C 0.4071 -3.3373 2.7673 -0.01 0.03 -0.01
C -0.6219 -3.2242 -1.2818 -0.04 -0.02 -0.04
C -0.1975 4.7185 1.2288 -0.02 0.03 -0.02
C -0.1237 -3.4446 -2.5679 -0.02 0.08 0.02
C 0.2085 -4.1815 3.8481 0.01 0.00 0.01
C 1.1073 3.9695 -2.2635 -0.02 0.01 0.01
C -2.3361 -3.9645 -3.3461 0.00 -0.01 -0.03
C 3.2215 -2.9153 0.4887 0.01 0.02 0.12
C 2.3681 1.0177 -3.8284 -0.02 -0.01 0.00
C -0.5427 -5.9198 2.3630 0.00 0.00 0.01
C -2.1240 3.3012 1.3757 0.03 -0.08 0.04
C -1.4098 1.8626 -1.0522 -0.08 0.09 0.02
C -4.6165 -2.9748 1.6666 0.02 -0.01 -0.04
C -2.8381 -3.7474 -2.0723 -0.02 0.00 0.02
C 0.3633 5.7330 -3.7203 -0.02 0.01 -0.01
C 3.7225 2.5225 3.6225 0.03 0.00 0.00
C 4.4789 1.8357 -3.0306 -0.01 0.00 0.00
C 3.0237 0.6164 -1.5406 0.11 0.09 0.09
C 1.3557 4.8666 -3.2957 0.03 0.01 -0.02
C -3.4322 -2.3875 2.0743 -0.02 -0.01 0.03
C 3.5575 1.6891 -4.0592 0.01 0.00 0.00
C 2.0976 0.4913 -2.5732 -0.07 -0.02 0.00
C 2.0773 1.3080 2.3613 -0.05 -0.01 -0.06
C -0.9642 3.6742 0.7112 -0.02 0.03 -0.05
C -4.8593 -1.2828 -0.0282 -0.05 -0.02 0.03
C -0.1373 3.9331 -1.6498 0.01 0.01 -0.02
C -1.7246 4.9798 3.0602 -0.01 -0.01 0.01
C 3.8151 -1.5347 0.2239 0.13 0.07 0.05
C 3.0480 0.9196 1.4384 -0.05 -0.07 0.10
C -0.8842 5.6991 -3.1070 0.01 0.00 0.00
C -1.9882 -3.3710 -1.0456 0.06 -0.08 -0.04
C -0.3345 -5.0834 1.2777 0.00 0.00 0.02
C 4.2159 1.2995 -1.7797 0.00 -0.02 0.00
C -3.6668 -0.7011 0.3660 0.05 0.00 -0.05
C -0.5679 5.3651 2.3963 0.00 0.01 0.01
C 0.1385 -3.7876 1.4778 -0.07 -0.08 -0.05
C -2.9341 -1.2597 1.4157 -0.01 0.14 -0.09
C -6.5803 -3.1179 0.1611 -0.05 -0.03 0.00
C -1.1342 4.8073 -2.0786 0.01 0.00 -0.01
C -2.4980 3.9515 2.5445 -0.01 0.00 0.01
C -0.2709 -5.4683 3.6468 0.00 -0.01 0.01
C -0.4226 2.9508 -0.5198 -0.05 -0.11 -0.01
C -5.3386 -2.4255 0.6110 0.04 0.01 -0.04
C 2.4118 2.1126 3.4416 -0.02 0.00 0.00
C 2.1207 -3.2652 -0.5043 -0.06 -0.20 -0.05
C 4.3737 1.3006 1.6580 -0.04 0.03 -0.02
H -5.3893 -0.8583 -0.8742 0.00 0.00 -0.01
H 3.7619 2.1127 -5.0337 0.00 0.01 -0.01
H 5.1622 0.9594 1.0002 0.00 0.01 -0.01
H 0.4094 -3.8253 4.8495 0.00 0.00 0.01
H 1.6389 2.4155 4.1351 -0.01 0.01 0.02
H 2.3320 4.8828 -3.7652 0.00 0.00 0.00
H -0.5849 -3.9764 -4.5865 0.01 0.00 -0.01
H 3.9837 3.1534 4.4617 0.00 0.01 0.01
H 0.9283 -3.3280 -2.7854 -0.02 -0.01 -0.02
H 4.4133 -1.5433 -0.6902 -0.05 -0.07 -0.02
H 1.2099 2.8580 0.5370 0.00 -0.08 -0.07
H -3.2796 0.1571 -0.1706 0.01 -0.01 0.00
H 4.9448 1.4355 -0.9934 0.01 -0.01 0.01
H 0.7339 -2.3166 2.9220 -0.01 -0.02 -0.01
H -3.8929 -3.8757 -1.8685 -0.02 0.01 0.00
H 1.8840 3.2923 -1.9363 0.02 -0.03 0.01
H 0.0368 6.1779 2.7779 0.00 0.01 0.01
H 5.7360 2.4020 2.8844 0.00 0.00 0.00
H -0.9232 -6.9202 2.2054 0.00 -0.01 0.00
H -0.4411 -6.1192 4.4943 0.00 -0.01 0.01
H -2.0252 5.4844 3.9696 0.00 0.00 0.00
H 2.0523 -4.3424 -0.6782 0.02 0.01 0.04
H 1.1357 0.0250 -2.3823 0.03 0.03 0.00
H 1.6287 0.9275 -4.6128 0.00 0.00 -0.01
H -1.6668 6.3716 -3.4338 -0.01 0.01 -0.01
H 2.3305 -2.7878 -1.4648 -0.02 -0.02 0.01
H -7.3382 -1.3945 -0.1530 0.00 0.02 0.01
H 5.4031 2.3722 -3.2001 0.01 0.01 0.00
H -3.0021 -4.2561 -4.1473 -0.01 0.00 -0.01
H -4.9870 -3.8702 2.1480 -0.01 -0.01 0.00
H 0.5561 6.4327 -4.5234 0.00 0.01 -0.01
H -0.5579 -5.4341 0.2778 0.00 0.00 -0.01
H -2.3869 -3.2173 -0.0560 -0.04 0.02 0.10
H 4.4830 -1.2780 1.0471 0.03 0.06 -0.06
H 1.0481 0.9891 2.2381 0.02 0.04 -0.03
H -2.7377 2.5037 0.9819 0.00 0.01 0.00
H -3.4030 3.6463 3.0536 -0.01 0.00 0.01
H -2.1077 4.7667 -1.6097 -0.01 0.00 0.00
H 0.6872 5.0502 0.6932 0.01 0.00 -0.01
H 2.8425 -2.9722 1.5130 0.01 0.01 0.00
H 4.0241 -3.6522 0.4289 -0.01 0.00 -0.03
H -2.8600 -2.8174 2.8875 0.01 0.01 0.00
```
Forces are in eV/Å.

Results
**LUMO energy (alpha / beta)**: -1.056 / -1.055 eV
**Relative energy (zero: lowest compared OMol25 entry of this formula, charge and spin)**: 0.664 eV
**Highest occupied orbital energy (alpha / beta)**: -0.280 / -0.280 Eh
**Total charge**: 0
**Orbital gap (alpha / beta)**: 0.2414 / 0.2415 hartree

=====

# C48H43N3O4P2Sm

C48H43N3O4P2Sm as an isolated structure (ωB97M-V/def2-TZVPD, the Open Molecules 2025 dataset).

XYZ file:
```
101
Properties=species:S:1:pos:R:3:forces:R:3
Sm -0.0979 0.7637 -0.9737 0.77 0.87 -0.46
P 0.0358 0.2177 2.6023 -1.35 -1.37 -0.66
P -0.7225 -2.3447 0.8370 0.59 0.17 0.30
O 3.5467 3.5810 -0.9075 -1.99 0.41 -0.25
O -0.1778 1.0505 1.3253 0.66 -0.78 0.96
O -0.3435 -1.4588 -0.3375 -0.12 0.34 0.08
O -3.3418 3.6624 -2.1632 -0.20 -1.11 -0.23
N -2.1162 1.6645 -1.7568 -0.32 0.55 -0.58
N 2.2080 1.8090 -1.4717 -2.06 0.45 0.55
N -0.0749 3.2285 -0.9810 0.68 -0.08 -1.28
C 1.1098 3.8735 -0.9146 -0.40 1.83 -0.16
C -1.1919 3.8714 -1.3938 1.11 -0.19 1.69
C -2.4445 -4.5116 0.7690 -0.76 -0.63 -0.30
C 3.3182 2.0004 -3.6364 1.18 -0.07 1.09
C -4.4600 -3.0833 -0.4402 1.18 -0.75 1.26
C -2.2513 -3.1516 0.5311 -0.88 -0.29 0.30
C -2.2926 0.0942 -3.6491 -1.46 -0.80 0.97
C -4.3813 -1.0543 -4.1960 -0.07 1.10 1.80
C 0.5501 -3.5728 1.0700 1.54 -1.79 1.60
C -1.2451 5.2516 -1.3413 -0.17 1.78 -0.05
C -4.2723 0.5407 -2.3245 -0.71 -0.58 -0.47
C 3.5769 -0.6258 -0.8507 0.11 0.40 0.99
C -3.6862 -5.1408 0.4509 1.13 0.05 -0.30
C -4.9634 1.2167 -1.1971 -0.79 0.88 0.58
C 2.1260 -4.8327 2.4314 0.19 -0.57 0.08
C -0.8132 0.9886 3.9745 -1.07 -0.35 1.59
C 1.7231 -0.2027 3.0690 0.18 -0.04 -0.97
C 1.9779 -1.0205 4.1704 -0.24 0.35 -0.18
C 4.0620 0.3774 2.9371 0.70 0.49 -0.81
C -2.3656 3.0213 -1.8037 -0.02 0.33 0.18
C -3.3174 -2.3983 0.0442 -1.75 -1.93 -0.85
C -1.7619 2.7150 5.9567 0.97 0.11 0.79
C 3.8342 0.0907 -2.1352 -0.20 0.10 -1.03
C -4.6765 -4.4657 -0.2555 1.34 0.94 0.29
C 2.4115 3.1080 -1.0741 1.38 -1.44 0.68
C -1.7685 1.9606 3.6649 0.95 0.53 0.56
C 2.6898 -5.4912 1.3268 -1.16 1.72 0.21
C -2.2026 2.8521 4.6443 0.15 -0.44 1.02
C -3.0286 -0.8940 -4.3720 1.06 1.95 0.66
C 3.1423 1.3246 -2.3753 1.30 -1.19 -1.71
C 2.5879 3.3102 -3.9107 -0.73 -0.99 -1.05
C -2.9370 0.7983 -2.5704 1.47 -0.51 -1.07
C 3.2316 -0.9577 4.7687 -0.53 0.28 -0.94
C 1.0649 -3.9649 2.3779 -0.87 1.11 -1.85
C 4.7725 -0.4098 -3.0699 -1.18 0.92 0.39
C -0.9823 1.5843 6.3508 -0.98 -0.41 -0.58
C -0.6628 0.6366 5.3701 1.50 0.56 -1.00
C 5.0486 0.3926 -4.1887 -0.39 -0.96 1.01
C -0.9335 -1.3850 2.3971 0.30 -0.48 0.27
C 1.1565 -4.2111 -0.0463 -0.46 1.10 0.55
C -4.9975 -0.3762 -3.1290 1.08 0.66 0.27
C 4.2671 -0.2739 4.1486 0.12 0.57 0.06
C 2.2411 -5.0863 0.0749 0.34 -0.66 -0.13
C 2.7933 0.3948 2.3895 -0.77 0.78 -0.31
C -0.0651 5.9897 -1.0697 -0.04 -0.81 0.47
C 4.3416 1.5311 -4.5027 -1.00 0.50 0.77
C -0.8596 0.3279 -3.9840 1.23 0.51 2.33
C 1.1568 5.2861 -0.9689 0.13 0.00 0.05
H 3.4532 -6.2231 1.4795 0.46 -0.14 -0.13
H -1.9977 -1.1478 2.5233 0.13 0.27 -0.39
H -0.3964 1.1880 -3.3631 -0.70 -0.99 -1.21
H -0.1228 7.0766 -0.8607 0.13 -0.80 -0.59
H -2.8415 3.6945 4.4444 -0.15 0.01 -0.44
H -5.5912 2.0877 -1.5148 0.42 -0.82 0.00
H 3.8160 -1.6867 -0.7988 -0.17 -0.09 -0.49
H 3.3385 -1.3171 5.7527 0.39 -0.90 0.83
H 4.2324 -0.1775 -0.0984 0.01 0.06 0.16
H 4.8391 0.9766 2.3883 -0.60 -0.95 0.85
H 2.5681 -0.4444 -0.4414 0.20 -0.31 -0.28
H -3.3844 -1.3425 -0.0148 0.55 0.96 -0.23
H -6.0264 -0.5050 -2.8190 -0.17 -0.19 -0.49
H -2.4975 -1.4208 -5.1318 0.16 -0.35 -0.56
H 0.7461 -3.9327 -1.0090 0.35 -0.10 -0.23
H -4.2723 1.6664 -0.4696 -0.09 -0.41 -0.18
H -2.0500 2.1311 2.6573 -0.09 0.19 -0.87
H -1.5995 -5.0927 1.1482 -0.45 0.01 -0.04
H -5.5258 -5.0047 -0.6750 0.10 0.36 0.26
H -1.9343 3.5562 6.6727 -0.05 -1.05 -0.58
H 2.1633 5.7869 -0.9552 -1.24 -0.58 0.17
H -0.1025 -0.2946 5.6169 -0.41 1.05 0.01
H -0.7191 0.6054 -4.9787 0.15 0.69 -1.74
H -4.9290 -1.6484 -4.8634 -0.73 -0.97 -0.59
H -0.6864 1.3701 7.3946 -0.37 0.39 -0.72
H 1.5051 3.1823 -3.6304 0.86 0.26 -0.31
H 5.8419 0.0664 -4.7890 0.89 -0.33 -1.16
H 0.6687 -3.5726 3.3267 0.23 -0.08 -0.68
H -2.2054 5.8093 -1.4989 1.03 -0.90 0.01
H 5.2032 -1.4238 -2.9375 -0.04 0.99 -0.02
H 2.6138 0.9418 1.4459 0.07 -0.15 0.70
H 2.6473 3.4544 -5.0210 -0.18 0.30 1.00
H -0.7943 -2.1209 3.2267 0.28 0.67 -0.43
H -5.6108 0.4860 -0.6988 -0.02 0.27 0.12
H 1.1812 -1.6844 4.5028 0.22 0.37 0.56
H 2.8140 -5.4706 -0.7824 -0.84 0.20 0.12
H 4.5768 2.0570 -5.4298 -0.14 0.00 0.32
H -5.1969 -2.5188 -0.9066 -1.22 1.01 -0.80
H 5.2188 -0.1849 4.6541 0.06 -0.07 -0.03
H -0.2021 -0.5473 -3.8745 -0.22 -0.10 0.21
H -3.8066 -6.2054 0.6162 0.16 0.07 0.17
H 2.9729 4.1898 -3.3740 0.09 -0.40 -0.22
H 2.5532 -4.9616 3.3955 0.26 -0.56 0.72
```
Forces are in eV/Å.

Results
**LUMO energy (alpha / beta)**: -2.950 / -2.825 eV
**<S²>**: 8.760
**Highest occupied orbital energy (alpha / beta)**: -0.352 / -0.352 Eh
**Spin multiplicity**: 6
**Total charge**: +1
**Orbital gap (alpha / beta)**: 0.2432 / 0.2479 hartree